Record 1
The molecule C8H9BS2 in a non-equilibrium geometry, computed with ωB97M-V with the def2-TZVPD basis set.

Structure (XYZ):
```
20
Properties=species:S:1:pos:R:3
B -0.12828 2.13066 0.49872
C 2.16348 -0.47234 -1.07470
C 1.51276 -1.71107 -0.95129
C 1.64175 0.71399 -0.59605
C 0.33075 -1.72341 -0.27909
C 0.36454 0.75342 0.04259
C -0.24602 -0.49408 0.18930
C -1.62984 -0.50754 0.74846
C -2.66744 -0.78676 -0.27601
S -4.10684 -0.07820 -0.35439
S 0.16572 3.54408 -0.37951
H 2.95276 -0.52507 -1.80730
H 2.08289 -2.57911 -1.01665
H 1.92608 1.63169 -1.01605
H -0.13239 -2.68288 -0.31197
H -1.85117 -1.18353 1.56783
H -1.73054 0.43243 1.20146
H -1.00521 2.36577 1.25042
H -2.47292 -1.33185 -1.17952
H -0.57639 4.13496 0.49912
```

As for the SMILES: S=CCc1ccccc1BS. The relative energy (zero: lowest compared OMol25 entry of this formula, charge and spin) is 3.607 eV. The largest force on an atom comes out at 3.27 eV Å⁻¹. The calculation puts the LUMO energy at -0.2 eV. Its frontier orbital gap is 8.4 eV.

=====

Record 2
A 11-piece molecular cluster, C20H60ClO14 overall in a non-equilibrium geometry, computed with ωB97M-V with the def2-TZVPD basis set.

Structure (XYZ):
```
95
Properties=species:S:1:pos:R:3
Cl 28.39085 -15.99029 -0.71691
O 27.44796 -16.06019 -1.80296
O 28.30711 -17.10208 0.18278
O 29.68071 -15.87151 -1.28783
O 28.12015 -14.79637 0.00341
C 24.04798 -15.45901 -0.91513
C 23.04506 -14.36155 -0.64090
O 23.21775 -14.24678 0.78362
H 25.05217 -15.24031 -0.55198
H 24.16972 -15.50340 -1.99740
H 23.76688 -16.45368 -0.56914
H 22.03029 -14.69665 -0.85549
H 23.42073 -13.44430 -1.09435
H 23.05500 -15.13169 1.11836
C 30.53413 -16.35420 2.53723
C 31.05479 -16.14577 3.92611
O 31.82927 -14.92972 3.93574
H 29.86770 -15.53159 2.27790
H 29.97709 -17.28572 2.43675
H 31.31824 -16.44426 1.78545
H 31.74051 -16.95132 4.18874
H 30.22945 -16.09839 4.63651
H 32.02447 -14.61864 4.82270
C 32.20673 -12.36761 0.47194
C 30.89882 -13.03358 0.74555
O 30.75486 -13.02128 2.13166
H 32.32608 -12.28365 -0.60825
H 33.05623 -12.98508 0.76378
H 32.28237 -11.43283 1.02742
H 30.89172 -14.01546 0.27228
H 30.15009 -12.37681 0.30268
H 31.37176 -13.68926 2.43965
C 25.06554 -19.53562 -1.10295
C 25.96473 -20.31989 -0.14507
O 25.21346 -20.57158 1.02587
H 24.61044 -18.68369 -0.59776
H 24.26111 -20.17227 -1.47129
H 25.65598 -19.14670 -1.93254
H 26.79059 -19.65570 0.10972
H 26.41812 -21.22274 -0.55422
H 25.72725 -20.88563 1.77353
C 31.39898 -19.07813 -0.51609
C 30.50823 -20.22765 -0.12945
O 31.21860 -21.25460 0.56358
H 32.27246 -19.48816 -1.02306
H 31.66890 -18.49142 0.36198
H 30.81459 -18.40057 -1.13858
H 30.10373 -20.72867 -1.00891
H 29.64567 -19.78928 0.37248
H 31.36742 -21.93827 -0.09374
C 33.25087 -15.79892 -0.69195
C 34.06156 -15.91995 0.57840
O 35.42224 -16.00439 0.26173
H 33.72206 -15.05782 -1.33758
H 32.24677 -15.42533 -0.49113
H 33.17433 -16.68170 -1.32671
H 33.78562 -16.74081 1.24033
H 34.00333 -14.99278 1.14853
H 35.71848 -15.23587 -0.23146
C 23.80693 -15.93946 -5.11783
C 25.08058 -16.67864 -4.62438
O 26.05975 -15.71621 -4.42839
H 22.94603 -16.60086 -5.21517
H 23.97303 -15.54299 -6.11949
H 23.61214 -15.09231 -4.46019
H 25.35726 -17.47966 -5.30988
H 24.95788 -17.11389 -3.63262
H 26.61865 -15.97480 -3.69193
C 25.23013 -17.36732 2.07701
C 26.06990 -16.27988 2.80115
O 26.10867 -15.10838 2.03249
H 25.06004 -18.21391 2.74219
H 25.77114 -17.65409 1.17525
H 24.23845 -16.99099 1.82594
H 27.11291 -16.53314 2.99115
H 25.60175 -15.96023 3.73215
H 26.84145 -15.18718 1.41732
C 28.13014 -12.48759 -4.63335
C 29.05984 -12.88201 -3.49320
O 28.52553 -12.57144 -2.27161
H 28.54206 -12.71522 -5.61652
H 27.79543 -11.45525 -4.53160
H 27.21369 -13.07071 -4.54277
H 30.02288 -12.37577 -3.55922
H 29.30236 -13.94423 -3.52427
H 28.53381 -13.37219 -1.74215
C 32.26300 -15.18586 -3.99275
C 31.58419 -16.57931 -4.05862
O 32.08422 -17.36188 -5.13171
H 32.18705 -14.68021 -4.95537
H 33.33164 -15.35452 -3.85979
H 31.86321 -14.58913 -3.17289
H 30.53054 -16.42191 -4.28914
H 31.70349 -17.09602 -3.10630
H 31.47148 -18.08239 -5.29609
```

The largest force on an atom comes out at 3.00 eV Å⁻¹. The calculation puts the LUMO energy (spin up / spin down) at -0.2 / -6.5 eV. As for the spin multiplicity: 2. The expectation value of S² is 0.755. Its frontier orbital gap (spin up / spin down) is 9.1 / 2.8 eV.